[1]
DFT (ωB97M-V/def2-TZVPD) results for the molecule C4H8O.

The geometry in XYZ format:
```
13
Properties=species:S:1:pos:R:3:forces:R:3
C 1.32149 0.66150 -0.26981 -0.1 0.0 0.0
C 0.08210 -0.18185 -0.62123 0.1 -0.1 -0.1
C -0.33129 -1.12960 0.47540 0.0 -0.3 0.2
C -1.32337 -0.12883 -0.00695 0.3 -0.2 -0.3
O -1.71262 0.97694 0.74912 0.4 0.2 0.2
H 2.18888 -0.01212 -0.35224 -0.3 0.2 0.0
H 1.33455 1.02362 0.76539 -0.3 0.0 -0.2
H 1.54108 1.51169 -0.92789 -0.4 -0.1 0.0
H 0.13459 -0.55356 -1.64265 -0.1 -0.2 0.2
H -0.50658 -2.16749 0.21964 -0.1 0.0 0.2
H 0.12048 -0.94087 1.44397 0.0 -0.1 -0.1
H -2.19384 -0.59577 -0.48524 0.6 0.4 -0.5
H -1.22938 1.70961 0.35671 -0.2 0.2 0.2
```
Positions in Å, forces in eV/Å.

Results
Total energy = -232.394565 a.u.
Kohn-Sham gap = 10.7107 eV
SMILES = C[C@H]1C[C@H]1O
ΔE to the lowest compared entry with this formula, charge and spin = 134.1 kJ/mol
HOMO level = -9.7 eV
Max |F| = 0.016 hartree/bohr
Charge = 0

=====

[2]
DFT (ωB97M-V/def2-TZVPD) results for a structure of composition C15H20Cl3N6O3Pd at a distorted geometry.

The geometry in XYZ format:
```
48
Properties=species:S:1:pos:R:3:forces:R:3
Pd 0.86343 0.25199 0.23117 0.3 0.4 0.3
Cl 1.95083 -3.52101 6.20942 -0.1 -0.2 0.4
C 1.23608 -2.87970 4.85383 1.5 1.1 -2.9
C 2.15443 -2.31440 3.80727 -4.1 -0.3 1.5
C 1.53616 -1.75006 2.74850 1.6 -0.2 -0.3
Cl 2.54635 -1.18148 1.40454 0.3 -0.3 1.0
C 0.14303 -1.63048 2.53845 -1.3 -1.2 1.0
O -0.29495 -1.00016 1.56441 -1.0 0.4 -0.5
C -0.75438 -2.35139 3.51799 0.3 1.1 -1.2
Cl -2.48551 -2.29882 3.17697 1.8 -0.2 0.5
C -0.15371 -2.92915 4.60381 0.3 -0.1 0.4
H 3.16954 -2.23763 3.95518 2.2 -0.2 0.3
H -0.66977 -3.47106 5.36092 -0.9 -0.2 0.3
C 2.45985 3.71658 2.65108 0.4 1.0 0.0
C 1.46324 2.78486 2.07721 -0.1 0.1 -0.7
O 1.85200 1.72887 1.52936 -0.3 -0.4 0.3
N 0.17478 3.11419 2.08434 -0.7 -0.1 0.7
C -0.92475 2.14452 1.82193 0.6 1.3 1.2
C -1.31209 2.33757 0.40645 -0.8 -1.3 0.0
C -2.26126 3.22375 -0.01359 -1.2 0.8 -0.6
C -2.62122 3.22838 -1.38285 0.0 1.1 2.2
C -2.03978 2.36318 -2.24669 0.8 -0.6 0.8
C -1.06404 1.52372 -1.76134 0.5 -0.9 0.8
N -0.74224 1.47786 -0.44522 0.2 0.3 -1.7
H 2.54647 4.65938 2.06081 -0.2 -0.7 0.3
H 3.43083 3.24435 2.66519 0.2 -0.1 -0.1
H 2.22022 3.99640 3.67387 -0.2 0.0 0.1
H -0.12603 4.03077 2.41016 0.4 -0.4 0.1
H -1.72044 2.41856 2.55249 0.4 -0.4 -0.7
H -0.55882 1.12285 2.01824 -0.4 0.7 0.0
H -2.80418 3.86782 0.71124 0.6 -0.4 -0.7
H -3.32594 3.96026 -1.71215 -0.5 0.2 -0.2
H -2.37201 2.30384 -3.22859 -0.2 0.0 -1.7
H -0.52596 0.80060 -2.37736 -0.3 0.3 0.1
N -3.11911 -4.01484 -6.57985 -2.1 2.2 1.5
N -4.06769 -3.18074 -6.02693 0.0 -5.2 0.8
H -2.65556 -3.85685 -7.45365 0.1 1.1 -0.5
H -3.14970 -4.99194 -6.34020 -0.5 -0.3 0.5
H -4.71700 -3.65943 -5.32233 1.4 0.6 -1.4
H -4.15512 -2.19995 -5.96504 0.9 1.5 -1.0
N 3.18180 -1.56658 -1.51381 1.8 -0.6 -1.3
C 2.23826 -0.92867 -2.25030 2.3 -1.0 -0.9
N 2.43380 -0.61870 -3.54579 -0.7 0.4 1.1
O 1.20924 -0.58893 -1.71531 -3.4 1.0 1.1
H 4.08066 -1.86077 -1.93749 -1.0 0.4 0.3
H 2.91518 -2.10926 -0.70552 -0.2 0.2 -0.3
H 3.08526 -1.08020 -4.09570 1.4 -0.8 -1.0
H 1.72979 -0.07807 -4.01511 0.0 0.0 0.1
```
Positions in Å, forces in eV/Å.

Results
Total energy = -2645.300847 a.u.
Kohn-Sham gap (spin up / spin down) = 8.8808 / 6.8274 eV
ΔE to the lowest compared entry with this formula, charge and spin = 56.7 kJ/mol
HOMO level (spin up / spin down) = -15.9 / -17.2 eV
Max |F| = 0.103 hartree/bohr
Spin multiplicity = 5
Charge = +3

=====

[3]
DFT (ωB97M-V/def2-TZVPD) results for a structure of composition C22H32IrN2O3Si2Te.

The geometry in XYZ format:
```
63
Properties=species:S:1:pos:R:3:forces:R:3
Ir 1.18991 -1.08262 -1.19651 0.1 0.0 0.1
O -2.12261 -2.12041 2.73339 0.0 0.0 0.0
C -0.95807 -2.44511 3.36192 0.0 0.0 0.0
C -0.93898 -2.74107 4.72083 0.0 0.0 0.0
C 0.25346 -3.02701 5.36002 0.0 0.0 0.0
C 1.45014 -3.00578 4.65593 0.0 0.0 0.0
C 1.43290 -2.70449 3.30813 0.0 0.0 0.0
C 0.23806 -2.43836 2.63780 0.0 0.0 0.0
C 0.30286 -2.14461 1.19182 0.0 0.0 0.0
O 1.36420 -1.49609 0.77684 0.0 0.0 0.0
N -0.65877 -2.52479 0.40050 0.0 0.0 0.0
N -0.40521 -2.11632 -0.89909 -0.1 0.0 0.0
C -1.25585 -2.42147 -1.83375 0.0 0.0 0.0
C -1.17732 -2.02789 -3.20043 0.0 0.0 0.0
C -2.27803 -2.40347 -4.01452 0.0 0.0 0.0
C -2.33058 -2.09595 -5.34232 0.0 0.0 0.0
C -1.25777 -1.39618 -5.92224 0.0 0.0 0.0
C -0.17334 -1.02285 -5.17484 0.0 0.0 0.0
C -0.09518 -1.32410 -3.79962 0.0 0.0 0.0
O 1.00443 -0.95690 -3.17495 0.0 0.0 -0.1
H -2.85162 -2.23719 3.35300 0.0 0.0 0.0
H -1.87065 -2.74111 5.27574 0.0 0.0 0.0
H 0.24664 -3.26143 6.41618 0.0 0.0 0.0
H 2.38369 -3.22610 5.15392 0.0 0.0 0.0
H 2.35308 -2.68302 2.74007 0.0 0.0 0.0
H -2.09500 -3.02943 -1.50951 0.0 0.0 0.0
H -3.09185 -2.94948 -3.55281 0.0 0.0 0.0
H -3.17973 -2.39076 -5.94179 0.0 0.0 0.0
H -1.28551 -1.15090 -6.97600 0.0 0.0 0.0
H 0.65981 -0.49410 -5.61787 0.0 0.0 0.0
C -1.39297 3.78368 1.37672 0.0 0.0 0.0
Si -2.20192 2.10686 1.54522 0.0 0.0 0.0
C -2.69236 1.74695 3.30449 0.0 0.0 0.0
C -3.64126 1.95393 0.36853 0.0 0.0 0.0
C -0.95542 0.74743 1.06917 0.0 0.1 0.1
Te -0.02832 1.07733 -0.79171 0.0 0.0 0.0
C 1.59095 2.24584 -0.07996 0.1 -0.1 -0.1
Si 3.13004 1.95049 -1.15369 0.0 0.0 0.1
C 2.72349 2.38929 -2.91811 0.0 0.0 0.0
C 3.45017 0.09046 -1.07813 0.0 0.1 0.0
C 4.55449 2.90299 -0.43872 0.0 0.0 0.0
H -2.07523 4.56422 1.71997 0.0 0.0 0.0
H -1.14714 4.01838 0.33686 0.0 0.0 0.0
H -0.48104 3.86111 1.97259 0.0 0.0 0.0
H -3.46409 2.44030 3.64471 0.0 0.0 0.0
H -1.84048 1.83525 3.98154 0.0 0.0 0.0
H -3.08790 0.73311 3.39207 0.0 0.0 0.0
H -4.41288 2.69055 0.60058 0.0 0.0 0.0
H -4.09864 0.96426 0.43566 0.0 0.0 0.0
H -3.34288 2.11610 -0.67052 0.0 0.0 0.0
H -1.49681 -0.20041 1.00325 0.0 0.0 0.0
H -0.14866 0.62592 1.79374 0.0 0.0 0.0
H 1.76130 1.94158 0.95442 0.0 0.0 0.0
H 1.26721 3.28731 -0.09813 0.0 0.0 0.0
H 1.93140 1.74303 -3.31065 0.0 0.0 0.0
H 3.59490 2.24708 -3.56062 0.0 0.0 0.0
H 2.40071 3.42675 -3.02070 0.0 0.0 0.0
H 2.86067 -0.42938 -1.89140 0.0 0.0 0.0
H 3.37438 -0.35583 -0.08613 0.0 0.0 0.0
H 4.44508 -0.16745 -1.45233 0.0 0.0 0.0
H 4.34595 3.97456 -0.44249 0.0 0.0 0.0
H 5.46056 2.74207 -1.02618 0.0 0.0 0.0
H 4.76358 2.60517 0.59012 0.0 0.0 0.0
```
Positions in Å, forces in eV/Å.

Results
Total energy = -2143.933536 a.u.
Kohn-Sham gap = 6.6194 eV
ΔE to the lowest compared entry with this formula, charge and spin = 1.2 kJ/mol
HOMO level = -10.8 eV
Max |F| = 0.003 hartree/bohr
Charge = +1